[1]
2 unconnected molecules or ions with the total composition C7H14NO in a non-equilibrium geometry. Source: OMol25; level of theory: wB97M-V/def2-TZVPD.

HOMO-LUMO gap = 8.1 eV
highest occupied orbital energy = -12.8 eV
net charge = +1

Each line ends with the Mulliken charge.
Geometry (Å):
C 0.102 -0.691 -0.560  -0.33
C -0.115 -2.162 -0.250  -0.39
C 2.235 0.096 2.261  -1.08
C -2.450 0.533 -2.262  -0.90
C 1.024 0.990 1.876  -0.34
C -2.180 -0.951 -1.746  -0.59
C 1.163 1.675 0.548  0.08
N -0.972 -1.173 -1.011  0.23
O 2.261 1.898 -0.097  -0.31
H 0.321 -2.951 -0.972  0.25
H -0.639 -2.500 0.712  0.24
H 3.033 0.370 1.660  0.39
H 2.444 0.353 3.258  0.36
H 1.952 -0.921 2.142  0.27
H -3.444 0.404 -2.670  0.34
H -2.368 1.128 -1.330  0.27
H -1.754 0.690 -3.004  0.33
H 0.088 0.560 2.103  0.39
H 1.261 1.947 2.549  0.33
H -2.259 -1.654 -2.590  0.33
H -3.008 -1.319 -1.151  0.37
H 0.280 2.136 0.168  0.44
H 3.024 1.541 0.367  0.33

Force components x, y, z for each atom (eV/Å):
C 0.339 1.430 0.388
C -1.874 -1.600 -1.104
C -2.739 0.644 -0.213
C -0.481 -3.128 3.244
C 3.634 2.729 0.328
C -1.204 0.202 -1.172
C 0.116 -1.794 0.325
N 1.139 -0.682 0.528
O -1.843 0.363 0.774
H -0.508 1.228 1.679
H 1.243 0.380 -1.389
H 1.930 -0.021 -0.934
H 0.614 -0.240 1.308
H 0.200 -0.884 -0.101
H -0.238 0.772 0.014
H -0.284 0.337 -1.104
H 1.472 1.077 -1.488
H -1.136 0.032 -0.069
H -1.180 -1.379 -1.053
H 0.681 0.205 0.035
H -0.122 0.289 0.608
H -0.296 0.453 -0.719
H 0.539 -0.410 0.115

[2]
A gas-phase ion, C5H6NO (charge +1) in a non-equilibrium geometry. Source: OMol25; level of theory: wB97M-V/def2-TZVPD.

HOMO-LUMO gap = 8.2 eV
highest occupied orbital energy = -14.7 eV
net charge = +1

Each line ends with the Mulliken charge.
Geometry (Å):
C 1.550 -1.136 0.039  -0.36
C 0.157 -1.530 0.211  -0.22
C 0.314 0.901 -0.332  -0.52
C -1.902 -0.023 0.635  -0.26
C 1.693 0.189 -0.393  -0.12
N -0.597 -0.172 -0.017  0.64
O -1.748 -0.234 -0.733  -0.39
H 2.194 -1.931 0.012  0.49
H 0.358 1.842 0.180  0.36
H -0.110 1.246 -1.279  0.42
H -2.357 -0.975 1.184  0.29
H -2.163 0.985 1.039  0.30
H 2.610 0.838 -0.546  0.37

Force components x, y, z for each atom (eV/Å):
C -3.189 2.923 -1.247
C 0.324 1.169 -0.512
C 1.614 0.029 -2.243
C -1.306 -1.698 1.593
C -1.072 0.076 1.393
N 2.069 -1.490 3.104
O -1.791 0.240 -1.334
H 2.156 -1.368 0.289
H -0.302 0.052 1.409
H 0.823 -0.067 -0.599
H 1.411 2.195 -0.999
H 0.324 -0.799 -0.706
H -1.063 -1.265 -0.150

[3]
C4H10N2O in the gas phase in a non-equilibrium geometry. Source: OMol25; level of theory: wB97M-V/def2-TZVPD.

HOMO-LUMO gap = 9.9 eV
highest occupied orbital energy = -9.1 eV
SMILES = CNCCNC=O

Each line ends with the Mulliken charge.
Geometry (Å):
C -2.806 0.837 -0.165  -0.82
N -1.661 -0.020 0.222  -0.36
C -0.770 0.704 1.106  -0.52
C 0.747 0.281 0.928  -0.44
N 1.000 0.221 -0.501  -0.28
C 1.769 -0.794 -1.149  -0.07
O 2.338 -1.596 -0.478  -0.51
H -2.489 1.895 -0.258  0.33
H -2.983 0.531 -1.197  0.33
H -3.716 0.525 0.450  0.24
H -1.082 -0.292 -0.578  0.25
H -0.987 1.803 1.082  0.28
H -0.948 0.413 2.211  0.25
H 0.922 -0.721 1.323  0.34
H 1.231 1.019 1.616  0.25
H 0.483 0.729 -1.036  0.28
H 1.855 -0.713 -2.150  0.44

Force components x, y, z for each atom (eV/Å):
C 0.137 -1.776 -0.678
N 0.338 0.817 0.158
C 0.421 -1.141 2.535
C -1.987 0.483 0.190
N 5.247 -4.266 2.636
C -1.433 2.147 5.554
O 0.898 -1.435 0.191
H -0.743 -0.277 0.701
H -0.679 0.068 -0.073
H 1.187 1.221 -0.679
H -0.814 0.081 0.202
H 0.744 -0.586 -0.267
H -0.091 0.490 -1.462
H -0.116 0.131 0.063
H 0.641 -0.458 -1.247
H -3.685 4.174 -4.037
H -0.064 0.326 -3.787

[4]
A molecular structure, C22H22BIN10OTi. Source: OMol25; level of theory: wB97M-V/def2-TZVPD.

multiplicity = 2
HOMO-LUMO gap (alpha / beta) = 5.7 / 6.9 eV
⟨S²⟩ = 0.760
highest occupied orbital energy (alpha / beta) = -10.2 / -11.3 eV
net charge = +1

Each line ends with the Löwdin spin population.
Geometry (Å):
Ti 0.116 -0.262 0.199  0.04
C -2.557 -3.506 0.657  0.00
C -1.331 -3.049 0.223  0.00
N -1.209 -1.739 0.513  0.00
N -2.367 -1.342 1.133  0.00
C -3.172 -2.400 1.231  0.00
B -2.573 0.081 1.831  0.00
N -2.424 1.213 0.775  0.00
C -3.142 2.333 0.614  0.00
C -2.522 3.131 -0.327  0.00
C -1.394 2.415 -0.704  0.00
N -1.329 1.263 -0.029  0.00
N -1.406 0.288 2.810  0.00
C -1.301 0.563 4.117  0.00
C 0.027 0.828 4.406  0.00
C 0.688 0.687 3.196  0.00
N -0.177 0.365 2.229  0.00
N -3.945 0.099 2.423  0.00
C -5.133 0.122 1.754  0.00
C -6.129 -0.108 2.663  0.00
C -5.450 -0.272 3.888  0.00
N -4.146 -0.156 3.742  0.00
H -2.949 -4.505 0.582  0.00
H -0.514 -3.563 -0.261  0.00
H -4.131 -2.309 1.716  0.00
H -4.047 2.487 1.177  0.00
H -2.843 4.092 -0.686  0.00
H -0.629 2.664 -1.419  0.00
H -2.178 0.538 4.740  0.00
H 0.449 1.083 5.362  0.00
H 1.736 0.791 2.965  0.00
H -5.175 0.286 0.688  0.00
H -7.188 -0.147 2.476  0.00
H -5.863 -0.466 4.865  0.00
N 4.088 -0.713 0.921  0.09
C 2.818 -1.085 1.175  0.15
O 1.918 -0.385 0.455  0.01
C 2.417 -2.084 2.023  0.13
I 2.314 -4.118 0.292  0.55
H 4.268 -0.144 0.113  0.00
H 4.843 -1.283 1.263  0.00
H 1.378 -2.151 2.308  0.00
H 3.132 -2.540 2.691  0.00
C 0.166 0.073 -1.861  0.00
C 0.877 -1.124 -2.401  0.00
C 2.265 -1.136 -2.559  0.00
C 2.904 -2.246 -3.072  0.00
C 2.158 -3.375 -3.414  0.01
C 0.778 -3.384 -3.258  0.00
C 0.145 -2.259 -2.751  0.00
C 2.833 -4.541 -3.918  0.00
N 3.379 -5.470 -4.315  0.00
H -0.862 0.128 -2.220  0.00
H 0.676 1.003 -2.121  0.00
H 2.847 -0.261 -2.297  0.00
H 3.976 -2.251 -3.207  0.00
H 0.203 -4.257 -3.535  0.00
H -0.935 -2.255 -2.660  0.00

Force components x, y, z for each atom (eV/Å):
Ti 0.520 -0.531 -0.561
C -0.015 -0.015 0.016
C 0.066 0.045 -0.043
N -0.266 0.199 0.068
N 0.160 0.092 0.084
C -0.054 0.020 0.051
B -0.119 -0.144 -0.097
N 0.139 -0.028 -0.072
C -0.072 -0.026 0.031
C 0.021 0.020 0.005
C 0.065 -0.072 0.014
N -0.335 0.075 0.153
N 0.108 0.030 -0.068
C -0.015 0.019 0.081
C -0.061 -0.025 0.002
C 0.086 -0.018 -0.122
N -0.030 -0.047 0.048
N 0.007 0.108 0.084
C -0.003 -0.018 -0.012
C 0.001 0.011 -0.064
C 0.012 0.001 0.055
N -0.009 -0.068 -0.034
H 0.006 0.009 0.001
H -0.043 -0.022 0.012
H 0.010 -0.027 -0.019
H 0.004 0.023 -0.013
H -0.004 -0.010 -0.004
H -0.025 0.060 -0.011
H 0.007 0.002 -0.007
H -0.007 -0.006 -0.005
H 0.000 0.021 0.035
H -0.012 -0.004 0.017
H 0.008 0.004 0.015
H -0.002 0.005 -0.007
N 0.088 -0.168 0.141
C -0.247 0.403 -0.403
O -0.190 0.035 0.437
C 0.146 -0.065 0.212
I -0.002 -0.021 -0.021
H -0.006 0.004 -0.026
H 0.000 0.004 0.004
H -0.019 0.026 -0.028
H 0.027 -0.009 -0.054
C 0.188 0.113 -0.342
C -0.295 0.230 0.423
C 0.124 -0.155 -0.100
C -0.058 0.083 0.049
C 0.104 -0.114 -0.049
C -0.084 0.153 0.067
C 0.068 -0.216 -0.104
C 0.001 0.003 -0.020
N -0.027 0.025 0.020
H -0.003 -0.039 0.033
H 0.043 -0.001 0.114
H -0.042 0.038 0.007
H -0.002 -0.029 -0.006
H 0.040 -0.020 -0.013
H -0.001 0.038 0.022

[5]
C19H18N4O2S in the gas phase in a non-equilibrium geometry. Source: OMol25; level of theory: wB97M-V/def2-TZVPD.

HOMO-LUMO gap = 8.9 eV
highest occupied orbital energy = -8.4 eV
SMILES = C[C@H](c1ccc2[nH]c(=O)sc2c1)c1ccn(-c2ccc(CCO)cn2)n1

Each line ends with the Mulliken charge.
Geometry (Å):
C 2.289 -3.215 -1.546  -1.50
C 1.255 -2.638 -0.554  0.20
C -0.096 -3.397 -0.582  -0.06
C -0.767 -3.662 0.617  -0.32
C -1.960 -4.377 0.689  -1.05
C -2.522 -4.850 -0.516  0.16
N -3.645 -5.694 -0.644  -0.16
C -4.044 -5.806 -1.955  0.49
O -5.011 -6.459 -2.317  -0.59
S -2.842 -5.128 -3.102  -0.21
C -1.912 -4.540 -1.746  0.39
C -0.716 -3.806 -1.776  0.17
C 0.943 -1.143 -0.718  0.45
C 0.414 -0.514 -1.893  -0.87
C 0.271 0.825 -1.613  -0.28
N 0.726 0.957 -0.308  0.92
C 0.663 2.205 0.406  0.42
C 1.049 2.306 1.769  -0.37
C 0.910 3.562 2.369  -0.40
C 0.396 4.627 1.642  0.43
C 0.242 6.009 2.250  -0.94
C 1.310 6.949 1.666  -0.39
O 2.571 6.479 2.126  -0.53
C 0.026 4.448 0.300  -0.44
N 0.195 3.286 -0.277  -0.41
N 1.184 -0.252 0.196  -1.22
H 2.295 -4.308 -1.461  0.40
H 3.292 -2.798 -1.333  0.39
H 2.031 -2.951 -2.591  0.25
H 1.677 -2.824 0.439  0.38
H -0.276 -3.334 1.527  0.37
H -2.423 -4.621 1.642  0.31
H -4.322 -5.879 0.110  0.27
H -0.323 -3.508 -2.727  0.26
H 0.208 -1.026 -2.850  0.27
H -0.041 1.626 -2.307  0.39
H 1.406 1.438 2.310  0.44
H 1.159 3.755 3.435  0.31
H 0.271 6.000 3.346  0.32
H -0.728 6.394 1.938  0.36
H 1.089 7.989 1.980  0.35
H 1.272 6.968 0.570  0.29
H 2.826 5.609 1.768  0.33
H -0.343 5.299 -0.281  0.41

Force components x, y, z for each atom (eV/Å):
C -0.253 0.635 -0.365
C -0.695 -0.017 0.117
C -0.322 -0.154 -0.444
C 0.313 -0.167 0.102
C -0.078 -0.350 -1.014
C 0.559 0.014 0.861
N 0.408 1.369 -0.071
C -1.469 -2.235 -0.675
O 0.723 1.037 0.252
S -0.243 -0.012 0.660
C 0.540 0.630 0.847
C -0.479 -0.077 0.710
C 0.430 -0.293 -1.364
C -0.238 -0.417 -0.750
C 0.525 -1.113 0.051
N -0.233 0.724 -0.966
C 0.125 0.882 0.993
C -0.381 0.060 -1.032
C -0.059 -0.065 0.200
C -0.334 0.850 0.352
C -0.253 0.063 -0.887
C -0.278 -0.746 0.423
O 0.667 0.640 0.080
C 0.900 -0.221 1.387
N 0.183 -2.368 -0.721
N -0.607 1.659 1.117
H 0.145 0.261 0.000
H -0.511 -0.288 -0.114
H 0.158 -0.168 0.464
H -0.189 0.393 0.013
H -0.199 -0.004 0.085
H 0.100 0.122 -0.159
H 0.636 0.139 -0.764
H 0.336 -0.080 -0.373
H 0.026 0.541 0.757
H 0.214 -0.443 1.128
H -0.006 0.081 -0.127
H -0.069 -0.424 -0.876
H 0.171 -0.001 -0.273
H -0.264 0.075 0.156
H 0.754 -0.565 0.218
H -0.067 -0.169 0.040
H -0.664 0.635 -0.042
H -0.020 -0.433 0.003

[6]
A molecular structure, C31H37IrN4O3 in a non-equilibrium geometry. Source: OMol25; level of theory: wB97M-V/def2-TZVPD.

multiplicity = 6
HOMO-LUMO gap (alpha / beta) = 6.4 / 4.9 eV
⟨S²⟩ = 8.845
highest occupied orbital energy (alpha / beta) = -16.7 / -17.5 eV
net charge = +3

Each line ends with the Löwdin spin population.
Geometry (Å):
Ir 0.279 0.640 -0.047  1.02
C 4.530 1.461 0.252  0.00
C 3.952 1.536 -1.170  0.00
C 2.790 2.521 -1.253  0.03
C 3.682 0.159 -1.750  0.07
C 4.544 -0.284 -2.712  0.05
C 4.433 -1.571 -3.287  0.23
C 3.430 -2.463 -2.895  0.02
C 2.552 -2.117 -1.907  0.11
C 1.441 -3.069 -1.522  0.01
C 0.583 -3.414 -2.746  0.01
C 1.995 -4.352 -0.877  0.01
C 2.709 -0.806 -1.274  0.27
N 1.966 -0.554 -0.131  0.18
C 2.104 -1.478 0.931  0.02
O 3.066 -2.172 1.086  0.05
C 0.905 -1.560 1.845  0.01
C 0.786 -2.350 2.977  0.00
C -0.445 -2.374 3.628  0.00
C -1.533 -1.653 3.123  0.00
C -1.325 -0.906 1.983  0.01
N -0.128 -0.866 1.409  0.13
C -2.361 -0.122 1.248  0.02
O -3.403 0.239 1.703  0.06
N -1.948 0.280 -0.089  0.40
C -2.862 0.472 -1.044  0.11
C -2.602 1.406 -2.109  0.30
C -3.689 1.780 -2.999  0.21
C -4.925 1.194 -2.941  0.11
C -5.123 0.171 -2.023  0.26
C -4.089 -0.282 -1.108  0.29
C -4.322 -1.579 -0.443  0.04
C -5.573 -1.527 0.480  0.04
C -4.518 -2.678 -1.527  0.04
C -1.298 2.084 -2.322  0.07
C -1.413 3.542 -1.830  0.04
C -0.799 2.008 -3.775  0.02
H 4.888 2.442 0.560  0.00
H 5.369 0.768 0.304  0.00
H 3.775 1.136 0.971  0.00
H 4.724 1.949 -1.818  0.00
H 2.012 2.269 -0.528  0.02
H 2.361 2.578 -2.257  0.00
H 3.137 3.519 -0.982  0.00
H 5.348 0.365 -3.037  0.00
H 5.123 -1.856 -4.072  0.01
H 3.359 -3.429 -3.374  0.00
H 0.791 -2.568 -0.798  0.00
H 1.140 -4.002 -3.475  0.00
H 0.212 -2.520 -3.253  0.00
H -0.270 -4.019 -2.434  0.00
H 2.549 -4.934 -1.616  0.00
H 1.176 -4.976 -0.519  0.00
H 2.667 -4.146 -0.046  0.00
H 1.634 -2.924 3.326  0.00
H -0.567 -2.965 4.526  0.00
H -2.505 -1.677 3.597  0.00
H -3.507 2.565 -3.722  0.01
H -5.721 1.500 -3.608  0.00
H -6.081 -0.331 -1.986  0.01
H -3.447 -1.855 0.142  0.00
H -6.456 -1.186 -0.061  0.00
H -5.428 -0.877 1.341  0.00
H -5.766 -2.545 0.816  0.00
H -5.429 -2.529 -2.108  0.00
H -4.616 -3.631 -1.010  0.01
H -3.674 -2.739 -2.215  0.00
H -0.561 1.529 -1.709  0.03
H -2.046 4.117 -2.509  0.00
H -0.425 4.003 -1.844  0.01
H -1.838 3.626 -0.829  0.00
H -1.439 2.564 -4.460  0.00
H -0.726 0.979 -4.127  0.00
H 0.189 2.464 -3.824  0.00
O 0.090 3.276 1.007  0.31
N 0.100 2.140 1.016  0.35

Force components x, y, z for each atom (eV/Å):
Ir -0.622 -1.561 1.150
C -0.107 -0.078 -0.060
C -0.051 0.021 0.203
C 0.069 0.064 -0.037
C -0.216 -0.091 0.006
C -0.052 -0.228 -0.250
C -0.053 0.041 -0.019
C 0.242 0.110 -0.077
C 0.041 0.118 0.306
C 0.053 -0.031 0.115
C -0.104 0.039 0.011
C 0.082 -0.017 -0.161
C 0.319 0.006 0.163
N -0.309 0.825 -0.424
C -0.013 -0.174 0.306
O 0.055 0.112 -0.077
C 0.014 0.058 -0.109
C 0.017 -0.046 0.080
C -0.003 0.039 -0.036
C 0.050 -0.089 0.148
C 0.095 0.017 -0.160
N -0.143 -0.326 -0.170
C -0.171 0.168 0.057
O 0.045 -0.051 -0.080
N 0.938 0.555 0.240
C -0.105 0.008 -0.328
C -0.572 0.237 -0.445
C 0.603 -0.063 0.347
C -0.143 -0.242 0.177
C 0.311 -0.035 0.254
C -0.476 0.331 -0.473
C -0.252 -0.121 0.104
C 0.126 -0.060 -0.152
C 0.020 0.051 0.042
C -0.016 -0.198 -0.116
C -0.018 0.021 -0.071
C -0.105 0.056 0.036
H -0.013 0.019 -0.020
H -0.002 -0.001 0.005
H 0.027 0.006 -0.002
H 0.100 -0.004 0.047
H -0.044 0.016 -0.071
H -0.030 -0.047 0.047
H 0.036 -0.011 -0.040
H 0.013 -0.049 -0.029
H 0.018 -0.007 0.037
H -0.002 0.004 -0.032
H -0.015 -0.036 -0.044
H 0.028 0.014 0.016
H -0.003 -0.010 0.020
H 0.007 -0.002 -0.008
H -0.018 -0.009 0.024
H -0.032 0.020 -0.037
H -0.027 0.003 -0.027
H -0.014 -0.001 0.018
H -0.001 -0.010 -0.011
H 0.013 -0.003 0.019
H 0.069 -0.006 0.028
H -0.012 -0.006 0.022
H 0.010 -0.028 0.017
H 0.016 -0.080 0.040
H -0.009 -0.067 0.028
H 0.053 -0.021 -0.071
H -0.039 0.011 0.050
H -0.010 0.024 0.027
H 0.002 -0.010 -0.011
H 0.012 0.028 0.036
H 0.042 0.402 -0.300
H 0.007 0.006 0.022
H 0.000 -0.023 0.012
H 0.037 -0.033 -0.006
H 0.009 0.003 0.005
H 0.007 0.008 0.017
H -0.004 -0.015 -0.001
O 0.016 -0.098 0.243
N 0.200 0.546 -0.574